1.
Molecular formula: C26H78O26
Method: DFT, the ωB97M-V functional and the def2-TZVPD basis

* total charge: 0
* HOMO energy: -9.2349 eV
* 2S+1: 1

XYZ file:
```
130
Properties=species:S:1:pos:R:3:lowdin_charge:R:1
C 4.369 -1.923 2.491 -0.2369
C 3.035 -1.283 2.763 -0.2392
O 2.670 -0.530 1.670 -0.0780
O 4.787 -2.576 3.638 -0.0014
H 5.041 -1.063 2.144 0.1397
H 4.236 -2.717 1.792 0.0853
H 3.089 -0.606 3.539 0.0960
H 2.300 -1.931 3.014 0.0849
H 2.121 -1.077 1.039 0.0830
H 5.406 -3.196 3.414 0.0393
C -0.715 2.116 -0.713 -0.2174
C 0.430 1.532 0.120 -0.2032
O 1.730 1.510 -0.440 -0.0469
O -1.756 2.137 0.183 -0.0717
H -1.044 1.416 -1.490 0.1038
H -0.607 3.003 -1.245 0.1154
H 0.250 0.560 0.621 0.1198
H 0.394 2.267 1.006 0.1207
H 1.946 0.638 -0.792 0.0500
H -2.519 2.361 -0.316 0.0411
C -1.004 -1.905 -1.516 -0.1775
C 0.478 -1.680 -1.485 -0.1975
O 0.925 -1.671 -0.144 -0.0797
O -1.360 -1.654 -2.881 -0.0717
H -1.575 -1.366 -0.767 0.1101
H -1.095 -2.958 -1.420 0.1167
H 0.773 -0.774 -2.040 0.1202
H 0.968 -2.378 -1.992 0.0834
H 1.316 -2.464 0.101 0.0109
H -1.219 -0.743 -3.160 0.0277
C 0.666 0.399 -4.699 -0.2778
C 0.500 -0.946 -5.295 -0.2586
O 1.603 -1.268 -6.093 -0.0865
O -0.504 0.799 -4.091 -0.0736
H 1.084 1.236 -5.326 0.1481
H 1.460 0.331 -3.885 0.1164
H -0.333 -0.937 -6.030 0.1406
H 0.448 -1.674 -4.529 0.0993
H 1.601 -1.193 -7.093 0.1307
H -1.122 0.947 -4.825 0.1098
C 5.077 1.800 0.439 -0.2580
C 5.834 1.825 1.794 -0.1991
O 4.925 1.332 2.795 -0.0837
O 4.589 0.502 0.284 -0.1046
H 5.738 2.175 -0.413 0.1255
H 4.303 2.599 0.303 0.1151
H 6.040 2.910 2.083 0.1254
H 6.860 1.472 1.717 0.1095
H 4.073 1.752 2.680 0.0320
H 4.114 0.305 1.126 0.0343
C -5.019 1.761 -3.834 -0.2749
C -4.109 0.980 -2.894 -0.2126
O -3.614 1.881 -1.903 -0.0765
O -5.551 0.814 -4.584 -0.0235
H -4.457 2.410 -4.591 0.1524
H -5.884 2.134 -3.221 0.1425
H -3.294 0.498 -3.350 0.0968
H -4.686 0.207 -2.508 0.0910
H -4.362 2.168 -1.368 0.0331
H -4.918 0.232 -4.856 0.0458
C 3.485 -3.953 -0.724 -0.1881
C 3.920 -2.507 -1.020 -0.2752
O 4.643 -2.403 -2.174 -0.0523
O 2.699 -3.901 0.456 -0.1148
H 4.359 -4.627 -0.559 0.1378
H 2.876 -4.421 -1.497 0.1198
H 4.467 -2.077 -0.142 0.1228
H 3.101 -1.783 -1.272 0.1060
H 3.920 -2.181 -2.814 0.1120
H 2.780 -4.740 0.982 0.1342
C -2.741 2.984 3.757 -0.2354
C -2.591 1.550 3.512 -0.2713
O -2.220 0.778 4.617 -0.0329
O -3.466 3.651 2.750 -0.0210
H -1.684 3.410 3.846 0.1425
H -3.263 3.044 4.729 0.1451
H -1.854 1.461 2.688 0.1179
H -3.553 1.182 3.313 0.0931
H -2.235 -0.146 4.478 0.0637
H -4.307 3.596 3.105 0.0233
C 4.141 0.453 -3.868 -0.2716
C 5.562 0.409 -3.592 -0.3082
O 6.271 0.190 -4.758 -0.0394
O 3.486 0.477 -2.643 -0.1094
H 3.797 -0.450 -4.383 0.1191
H 3.847 1.395 -4.389 0.1510
H 5.844 -0.363 -2.799 0.1358
H 6.039 1.324 -3.096 0.1430
H 7.126 -0.147 -4.540 0.0787
H 3.771 -0.171 -1.926 0.0786
C -1.146 -3.619 1.778 -0.2104
C -0.948 -2.164 2.350 -0.2336
O -2.056 -1.694 3.002 -0.0738
O 0.074 -4.024 1.274 -0.0724
H -1.970 -3.631 1.083 0.0886
H -1.433 -4.308 2.542 0.1118
H -0.752 -1.448 1.550 0.0979
H -0.178 -2.003 3.138 0.1387
H -2.545 -1.383 2.239 0.0231
H 0.718 -3.869 1.986 0.0901
C -4.150 -2.464 0.394 -0.2273
C -4.165 -0.865 0.292 -0.2002
O -3.127 -0.305 0.995 -0.0803
O -5.407 -2.940 0.115 -0.0372
H -4.021 -2.610 1.418 0.0966
H -3.554 -2.991 -0.312 0.1100
H -5.135 -0.550 0.706 0.1200
H -4.192 -0.672 -0.728 0.0813
H -2.979 0.624 0.682 0.0869
H -5.335 -3.885 0.126 0.0871
C -5.473 2.201 0.810 -0.2252
C -6.658 1.954 1.660 -0.2377
O -6.171 2.030 3.009 -0.0634
O -5.882 2.109 -0.574 -0.0648
H -4.692 1.533 1.095 0.0797
H -5.153 3.237 1.020 0.1413
H -7.103 0.924 1.517 0.1397
H -7.479 2.650 1.415 0.1381
H -5.829 1.122 3.179 0.1058
H -6.599 1.480 -0.643 0.1003
C 0.859 1.800 3.957 -0.2237
C 1.591 2.981 3.408 -0.2553
O 2.513 2.640 2.444 -0.0547
O 0.011 2.034 5.066 -0.0128
H 1.506 0.943 4.133 0.1209
H 0.192 1.522 3.145 0.0951
H 1.900 3.470 4.267 0.1091
H 0.832 3.655 3.026 0.1229
H 2.063 2.418 1.575 0.0940
H -0.752 1.617 4.897 -0.0571
```

***

2.
Molecular formula: C19H21NSr
Method: DFT, the ωB97M-V functional and the def2-TZVPD basis

* total charge: 0
* HOMO energy: -4.7681 eV
* 2S+1: 1

XYZ file:
```
42
Properties=species:S:1:pos:R:3:lowdin_charge:R:1
C 1.035 -1.536 -2.134 -0.3151
C 0.300 1.671 -1.547 -0.2489
C -0.360 -1.468 -1.688 -0.5041
H 0.879 -1.974 -3.121 0.0967
C -1.013 1.559 -1.279 -0.2229
H 0.937 2.211 -0.798 0.0988
H -0.681 -2.281 -1.014 0.0633
H -1.412 2.060 -0.370 0.1193
C -1.403 -0.764 -2.416 -0.2821
H -2.240 -1.482 -2.472 0.1054
H -1.011 -0.662 -3.433 0.0930
C 1.913 -0.260 -2.283 -0.2164
H 2.671 -0.452 -3.067 0.1150
H 2.495 -0.083 -1.356 0.0855
C 1.100 1.005 -2.641 -0.1965
H 0.442 0.806 -3.490 0.1133
H 1.812 1.785 -2.954 0.1151
C -1.988 0.622 -1.951 -0.1749
H -2.353 1.183 -2.831 0.1175
H -2.882 0.446 -1.320 0.1088
Sr 0.220 -0.112 0.150 1.5131
H 1.603 -2.267 -1.535 0.1090
C 2.655 2.164 3.081 -0.0647
C 2.019 1.608 4.184 -0.0420
C 0.947 0.722 4.060 -0.0102
C 0.453 0.355 2.806 -0.1803
N 1.148 0.994 1.814 -0.1763
C 2.196 1.825 1.827 -0.1231
C -0.745 -0.653 2.610 -0.2137
C -1.414 -1.211 3.746 -0.0635
C -2.491 -2.101 3.626 -0.0954
C -2.987 -2.506 2.384 -0.0833
C -2.383 -2.007 1.215 -0.1373
C -1.366 -1.169 1.486 -0.3039
H 3.489 2.844 3.169 0.1040
H 2.380 1.874 5.177 0.1139
H 0.503 0.318 4.957 0.1001
H 2.639 2.201 0.901 0.1166
H -1.095 -0.940 4.750 0.0817
H -2.966 -2.489 4.531 0.0987
H -3.825 -3.188 2.309 0.0929
H -2.754 -2.298 0.225 0.0930
```

***

Calculated LUMO, 0.10, -0.03 eV (same order as the records).
Calculated gap between HOMO and LUMO, 9.337, 4.735 eV (same order as the records).